Computed, not measured: a cluster of 2 separate species, CH2I2O in total, with ωB97M-V/def2-TZVPD.

Properties
Energy, eV: -19317.2819
SMILES string: O=CI.I
Kohn-Sham gap, eV: 10.42
Energy above the lowest of the compared OMol25 structures with the same formula, charge and spin, kJ/mol: 25.1
HOMO level, eV: -10.13

The geometry in ORCA input format:
```
! wB97M-V def2-TZVPD RIJCOSX def2/J DEFGRID3
* xyz 0 1
O -1.19928 1.50370 -0.90186
C -1.63671 0.98219 0.06795
I -2.53089 -0.93366 -0.02144
H -1.53491 1.49234 1.00049
I 3.72226 -0.81813 -0.15277
H 3.17954 -2.22644 0.00763
*
```

=====

Computed, not measured: a structure of composition CH2INO2S, with ωB97M-V/def2-TZVPD.

Properties
Energy, eV: -25586.3485
Kohn-Sham gap, eV: 9.08
Energy above the lowest of the compared OMol25 structures with the same formula, charge and spin, kJ/mol: 92.2
HOMO level, eV: -9.93

The geometry in ORCA input format:
```
! wB97M-V def2-TZVPD RIJCOSX def2/J DEFGRID3
* xyz 0 1
C -0.17191 0.64226 1.21177
N 0.48246 -0.45853 1.24338
O 0.37760 -1.28190 0.21746
O 0.49748 0.81459 -1.19559
S -0.36921 -0.33981 -1.00333
I -0.08361 -1.86010 -2.80860
H 0.03143 1.41862 1.91247
H -0.76424 1.06487 0.42245
*
```

=====

Computed, not measured: a cluster of 2 separate species, CH2IO2P in total, with ωB97M-V/def2-TZVPD.

Properties
Energy, eV: -22553.3967
SMILES string: O=PI.C=O
Kohn-Sham gap, eV: 8.47
Energy above the lowest of the compared OMol25 structures with the same formula, charge and spin, kJ/mol: 51.3
HOMO level, eV: -9.84

The geometry in ORCA input format:
```
! wB97M-V def2-TZVPD RIJCOSX def2/J DEFGRID3
* xyz 0 1
O 0.00888 -1.07955 -1.31114
P 0.31954 -2.36788 -0.71053
I 2.44605 -2.16029 0.61995
C -0.66766 1.40564 0.31472
O -0.22263 0.75074 1.23080
H -1.06197 2.38017 0.58742
H -0.82221 1.07117 -0.73122
*
```

=====

Computed, not measured: an isolated molecule of CH2IOP, with ωB97M-V/def2-TZVPD.

Properties
Energy, eV: -20502.6232
Kohn-Sham gap (spin up / spin down), eV: 5.59 / 5.53
Energy above the lowest of the compared OMol25 structures with the same formula, charge and spin, kJ/mol: 302.6
HOMO level (spin up / spin down), eV: -7.27 / -7.22

The geometry in ORCA input format:
```
! wB97M-V def2-TZVPD RIJCOSX def2/J DEFGRID3
* xyz 0 1
C -0.27000 0.37434 1.52652
O -0.53627 -0.69159 -2.30369
P 0.92645 -0.57125 -2.31424
I 1.44737 0.10935 0.28061
H -0.79678 -0.48155 1.70843
H -0.77076 1.26070 1.10237
*
```

=====

Computed, not measured: a structure of composition CH2IPS, with ωB97M-V/def2-TZVPD.

Properties
Energy, eV: -29290.6332
Kohn-Sham gap (spin up / spin down), eV: 7.17 / 5.91
Energy above the lowest of the compared OMol25 structures with the same formula, charge and spin, kJ/mol: 238.7
HOMO level (spin up / spin down), eV: -8.45 / -7.46

The geometry in ORCA input format:
```
! wB97M-V def2-TZVPD RIJCOSX def2/J DEFGRID3
* xyz 0 1
C 0.05266 0.45559 0.12263
P -3.08212 1.85872 0.97897
S -1.91233 3.16401 1.75367
I 0.99141 1.70701 1.48917
H 0.74452 0.37253 -0.80159
H -0.43990 -0.37546 0.69962
*
```

=====

Computed, not measured: a structure of composition CH2KO4, with ωB97M-V/def2-TZVPD.

Properties
Energy, eV: -25586.7747
Kohn-Sham gap, eV: 6.49
HOMO level, eV: -4.35

The geometry in ORCA input format:
```
! wB97M-V def2-TZVPD RIJCOSX def2/J DEFGRID3
* xyz -1 1
O -1.30758 -0.78156 0.40564
C -0.76813 -1.42385 -0.55229
O -1.02160 -2.59923 -0.86459
O 0.15825 -0.77695 -1.28450
K -0.26772 0.77065 2.10468
H 0.42464 0.12791 -0.85991
O 0.96269 2.30784 0.73430
H 1.81946 2.37519 0.31666
*
```

=====

Computed, not measured: a structure of composition CH2LiOV, with ωB97M-V/def2-TZVPD.

Properties
Energy, eV: -28997.3681
<S²>: 4.223
Kohn-Sham gap (spin up / spin down), eV: 6.54 / 5.83
Energy above the lowest of the compared OMol25 structures with the same formula, charge and spin, kJ/mol: 45.7
HOMO level (spin up / spin down), eV: -11.86 / -10.45

The geometry in ORCA input format:
```
! wB97M-V def2-TZVPD RIJCOSX def2/J DEFGRID3
* xyz 1 4
H -0.96366 -0.72828 -1.81188
O -0.83632 -2.55573 -2.65103
C -0.83539 -1.32868 -2.68968
Li 0.94381 1.33943 2.18904
V -1.27279 0.30539 -0.10916
H -0.72011 -0.77429 -3.62078
*
```

=====

Computed, not measured: a structure of composition CH2N2O2, with ωB97M-V/def2-TZVPD.

Properties
Energy, eV: -8138.6795
Kohn-Sham gap (spin up / spin down), eV: 8.12 / 8.12
Energy above the lowest of the compared OMol25 structures with the same formula, charge and spin, kJ/mol: 645.6
HOMO level (spin up / spin down), eV: -9.11 / -9.11

The geometry in ORCA input format:
```
! wB97M-V def2-TZVPD RIJCOSX def2/J DEFGRID3
* xyz 0 1
C 1.20981 0.20376 0.07179
N -1.36334 -1.28754 -0.12572
N -0.14875 0.18509 -0.09280
O -2.28634 -0.61184 0.04817
O -0.98078 1.12240 -0.16503
H 1.79463 -0.64655 0.00516
H 1.77476 1.03468 0.25843
*
```